Entry 1:
# C10H9NOS

The molecule C10H9NOS at a distorted geometry (ωB97M-V/def2-TZVPD, the Open Molecules 2025 dataset).

Results
E_LUMO (spin up / spin down)	0.08 / 0.08	eV
electronic energy	-914.46673	hartree
orbital gap (spin up / spin down)	0.31721 / 0.31718	Ha
ΔE to the lowest compared entry with this formula, charge and spin	5.003	eV

Last column: natural (NBO) charge in e.
Geometry (Å):
C  2.01761  2.49534  0.26926  -0.217
C  1.33982  2.37272  -0.94514  -0.197
C  1.41353  1.89979  1.34832  -0.199
C  -0.03487  -3.54197  -0.00203  -0.308
C  0.12025  1.68428  -1.02721  -0.209
C  0.07851  1.40364  1.27179  -0.206
C  -0.57330  -2.50215  -0.87257  -0.384
C  -0.08340  -3.03608  1.24683  0.072
C  -0.54894  1.23453  0.07120  -0.209
C  -1.09946  -1.61100  -0.01337  0.172
N  -2.33347  0.74909  -1.66184  -1.077
O  -0.79917  -1.87303  1.27227  -0.455
S  -2.13684  0.39017  -0.13569  1.033
H  2.94716  2.95218  0.55080  0.226
H  1.85040  2.89319  -1.82175  0.221
H  1.96438  1.99566  2.36298  0.217
H  0.38007  -4.46199  -0.38777  0.234
H  -0.39576  1.52122  -1.89428  0.252
H  -0.55555  1.05453  2.04912  0.216
H  -0.72977  -2.35782  -1.90260  0.240
H  0.29124  -3.46270  2.25226  0.213
H  -3.11244  0.20039  -2.03059  0.365

Cartesian forces, eV/Å:
C -1.11 -1.13 0.38
C 1.09 1.00 -1.18
C -1.04 0.15 2.92
C 0.57 0.75 -1.28
C 1.62 1.17 0.26
C 0.73 -0.38 0.53
C -1.03 -0.02 1.46
C 0.31 -1.61 2.13
C 0.80 0.28 0.18
C -0.97 3.12 0.47
N -0.51 -0.66 0.63
O 0.40 -0.31 0.12
S 2.18 -1.90 -1.31
H 0.42 0.39 -1.02
H -1.17 -1.09 0.88
H -1.30 -0.39 -1.69
H 0.18 0.06 0.45
H -0.72 -0.02 -2.60
H 0.42 -0.15 1.55
H 0.18 -0.55 -1.15
H -0.89 0.96 -1.94
H -0.15 0.31 0.20



Entry 2:
# C4H6N2O2

The molecule C4H6N2O2 at a distorted geometry (ωB97M-V/def2-TZVPD, the Open Molecules 2025 dataset).

Results
E_LUMO	0.66	eV
electronic energy	-415.96763	hartree
orbital gap	0.38723	Ha
ΔE to the lowest compared entry with this formula, charge and spin	1.986	eV
SMILES string	[H]/N=C(\N)C(C=O)C=O

Last column: natural (NBO) charge in e.
Geometry (Å):
C  -0.83678  -0.81998  -0.04040  0.473
C  0.29520  0.13130  -0.42698  -0.524
C  0.20770  1.55514  0.18706  0.471
C  1.57966  -0.63965  -0.30511  0.479
H  -2.15230  0.62565  -0.48138  0.424
H  -2.79786  -1.07668  -0.35795  0.395
H  -1.42876  -2.17627  1.27223  0.351
H  0.16635  0.41034  -1.43110  0.258
H  1.13727  1.97332  0.55776  0.147
H  1.44230  -1.64716  -0.83037  0.132
N  -2.06372  -0.39383  -0.50962  -0.848
N  -0.55790  -1.80260  0.72525  -0.722
O  -0.81159  2.16114  0.33938  -0.523
O  2.62529  -0.17303  0.06987  -0.514

Cartesian forces, eV/Å:
C -0.43 1.02 0.63
C -0.54 0.04 1.48
C 0.37 -1.40 1.00
C 0.53 0.01 -1.32
H -0.69 -0.64 -0.08
H -0.29 0.90 0.14
H 1.82 0.56 -1.84
H 0.02 -0.07 -2.00
H 0.68 0.14 -0.15
H 0.66 0.72 0.93
N 0.84 -0.48 0.17
N -1.67 -0.36 1.33
O -0.79 0.12 -0.39
O -0.52 -0.54 0.10



Which formula does entry 1 have? C10H9NOS



Among the records above, which one has the lowest electronic energy? C10H9NOS



What did the second record say?
# C4H6N2O2

The molecule C4H6N2O2 at a distorted geometry (ωB97M-V/def2-TZVPD, the Open Molecules 2025 dataset).

Results
E_LUMO	0.66	eV
electronic energy	-415.96763	hartree
orbital gap	0.38723	Ha
ΔE to the lowest compared entry with this formula, charge and spin	1.986	eV
SMILES string	[H]/N=C(\N)C(C=O)C=O

Last column: natural (NBO) charge in e.
Geometry (Å):
C  -0.83678  -0.81998  -0.04040  0.473
C  0.29520  0.13130  -0.42698  -0.524
C  0.20770  1.55514  0.18706  0.471
C  1.57966  -0.63965  -0.30511  0.479
H  -2.15230  0.62565  -0.48138  0.424
H  -2.79786  -1.07668  -0.35795  0.395
H  -1.42876  -2.17627  1.27223  0.351
H  0.16635  0.41034  -1.43110  0.258
H  1.13727  1.97332  0.55776  0.147
H  1.44230  -1.64716  -0.83037  0.132
N  -2.06372  -0.39383  -0.50962  -0.848
N  -0.55790  -1.80260  0.72525  -0.722
O  -0.81159  2.16114  0.33938  -0.523
O  2.62529  -0.17303  0.06987  -0.514

Cartesian forces, eV/Å:
C -0.43 1.02 0.63
C -0.54 0.04 1.48
C 0.37 -1.40 1.00
C 0.53 0.01 -1.32
H -0.69 -0.64 -0.08
H -0.29 0.90 0.14
H 1.82 0.56 -1.84
H 0.02 -0.07 -2.00
H 0.68 0.14 -0.15
H 0.66 0.72 0.93
N 0.84 -0.48 0.17
N -1.67 -0.36 1.33
O -0.79 0.12 -0.39
O -0.52 -0.54 0.10